A structure of composition C27H21Br2CoN2O6. Source: OMol25; level of theory: ωB97M-V with the def2-TZVPD basis set.

Each line ends with the Löwdin spin population.
Positions of all 59 atoms, in Å:
1 C -0.21 -1.81 3.57  0.275
2 H -4.31 2.91 -0.53  0.000
3 C -0.88 -0.26 -4.27  -0.004
4 H -1.27 -0.81 -3.42  -0.002
5 H -0.23 -0.56 -7.57  0.000
6 C -0.68 3.08 -2.55  0.006
7 H -3.30 1.74 -1.41  0.002
8 C -2.76 -0.08 2.91  0.067
9 C -4.06 1.56 1.70  0.133
10 C -3.11 1.63 0.70  0.081
11 H 0.46 2.76 -4.97  0.000
12 C -0.81 -0.83 -5.52  0.000
13 H 2.83 0.99 -0.02  0.000
14 C -0.29 -0.11 -6.58  -0.004
15 O -0.95 -0.96 1.48  0.038
16 C -0.45 1.05 -4.06  0.005
17 H -2.47 5.67 -3.80  0.000
18 H -0.10 2.60 2.09  0.001
19 H 2.69 -2.39 0.19  0.000
20 C 2.25 0.70 0.85  0.002
21 H -2.08 3.27 -4.16  0.000
22 Br -4.03 -1.44 5.03  0.051
23 C -1.42 -1.83 4.20  0.014
24 H -2.55 3.15 -0.69  0.002
25 N -1.96 0.94 0.80  0.155
26 N -0.60 0.85 -1.70  0.068
27 H 0.62 3.19 -0.86  0.000
28 C -1.77 5.14 -3.17  0.001
29 H -1.52 -2.53 5.02  -0.005
30 H -4.70 0.59 3.49  0.006
31 C -0.27 0.62 2.87  0.124
32 O 1.10 1.52 0.90  0.037
33 O -0.48 0.87 4.10  0.280
34 C -1.65 0.22 1.96  0.113
35 O 0.97 -0.95 -0.34  -0.001
36 Co -0.59 0.13 -0.18  0.942
37 H 0.59 1.74 -7.20  0.000
38 H -1.16 -1.84 -5.67  0.000
39 C -3.34 2.42 -0.55  0.008
40 C -2.54 -1.05 3.90  0.296
41 C 0.17 1.18 -6.38  0.001
42 H 2.85 0.78 1.76  0.001
43 C 0.09 1.76 -5.12  -0.002
44 C -0.24 5.11 -1.32  0.000
45 H 0.27 5.63 -0.52  0.000
46 O 1.35 -1.26 1.94  0.032
47 O 2.98 -1.51 0.45  0.001
48 C 1.82 -0.77 0.65  0.002
49 H 1.36 1.98 2.89  0.002
50 C -0.55 1.61 -2.69  0.001
51 C 0.12 -0.91 2.45  0.069
52 Br 1.15 -2.97 4.16  0.072
53 C 0.56 1.73 2.18  0.011
54 C -1.55 3.79 -3.38  -0.001
55 C -0.03 3.75 -1.51  -0.002
56 C -3.90 0.69 2.78  0.119
57 C -1.12 5.80 -2.15  -0.003
58 H -4.97 2.13 1.61  0.006
59 H -1.29 6.86 -1.99  0.000

The orbital gap (spin up / spin down) comes out at 6.4185 / 5.0989 eV. As for the spin multiplicity: 4. The charge is -1. The largest force on an atom comes out at 0.0741 hartree/bohr. As for the total energy: -221314.455 eV.